1.
Formula: C17H18N6O
Source: OMol25
Level of theory: ωB97M-V/def2-TZVPD

XYZ file:
```
42
Properties=species:S:1:pos:R:3:forces:R:3:nbo_charge:R:1
C -3.339 -4.811 -2.678 -0.2 0.4 -0.3 -0.602
C -2.143 -3.871 -2.885 -0.6 -0.2 -0.5 -0.064
C -2.188 -2.653 -1.972 -0.6 0.9 -0.1 -0.409
C -0.864 -2.670 -1.221 0.5 0.0 0.3 -0.087
C -0.234 -1.319 -1.046 2.1 1.7 0.5 -0.077
C -0.441 -0.509 0.178 0.4 0.9 -0.4 -0.120
C 0.218 0.721 0.423 0.6 -1.9 -2.3 -0.152
C 0.021 1.474 1.691 -1.2 1.1 0.9 0.658
O -0.949 1.241 2.394 0.4 -0.4 0.1 -0.600
N 0.894 2.510 1.958 -0.2 -1.6 -1.2 -0.611
C 1.011 3.340 3.044 0.7 1.6 1.0 0.359
C 0.404 3.166 4.285 -1.6 -0.9 0.6 -0.275
C 0.556 4.122 5.278 0.2 0.1 -0.2 -0.156
C 1.342 5.239 5.009 -0.2 -0.9 -0.4 -0.285
C 1.975 5.336 3.783 -1.3 -2.0 -0.2 0.045
N 1.829 4.392 2.826 -0.2 0.4 0.3 -0.442
C 1.193 1.147 -0.615 -0.6 -0.4 -0.7 0.339
N 1.922 2.237 -0.761 1.1 -0.3 -0.4 -0.506
C 2.728 2.008 -1.886 -0.3 -0.2 0.6 -0.047
C 2.458 0.792 -2.479 0.1 1.5 0.4 -0.121
N 1.435 0.312 -1.719 -1.6 -3.1 0.5 -0.328
C 0.752 -0.909 -1.933 -0.7 0.8 0.4 0.041
N -0.027 -3.526 -2.048 1.1 0.6 -0.9 -0.490
N -0.910 -4.537 -2.550 0.7 -2.1 0.1 -0.491
H -3.411 -5.144 -1.637 0.2 0.0 -0.2 0.214
H -4.271 -4.290 -2.918 0.1 0.1 0.0 0.207
H -3.310 -5.676 -3.335 0.2 -0.2 0.0 0.210
H -2.077 -3.500 -3.926 -0.4 -0.2 0.2 0.172
H -2.295 -1.732 -2.611 0.1 -0.7 0.9 0.223
H -3.012 -2.689 -1.246 0.1 0.1 -0.4 0.223
H -0.929 -3.108 -0.216 -0.6 0.0 0.0 0.189
H -1.175 -0.887 0.914 0.6 0.4 -0.4 0.243
H 1.487 2.721 1.176 0.7 0.5 -0.3 0.449
H -0.315 2.346 4.487 0.8 0.5 -0.5 0.247
H 0.047 4.006 6.246 0.3 0.0 -0.6 0.219
H 1.450 5.985 5.738 0.2 1.0 0.8 0.212
H 2.545 6.195 3.553 0.7 0.6 -0.4 0.193
H 3.506 2.693 -2.187 -0.2 0.2 0.1 0.214
H 2.885 0.274 -3.344 -0.4 0.3 0.6 0.233
H 0.973 -1.453 -2.879 0.0 0.5 1.1 0.242
H 0.767 -3.915 -1.521 -0.9 -0.1 -0.2 0.368
H -0.507 -5.060 -3.370 -0.3 1.2 1.2 0.365
```
Positions in Å, forces in eV/Å.

As for the total energy: -1062.35936 hartree. The charge is 0. As for the HOMO energy: -8.03 eV. The lowest unoccupied orbital energy comes out at -0.2 eV. The calculation puts the orbital gap at 7.8 eV. The molar mass comes out at 322.372 g mol⁻¹.

=====

2.
Formula: C40H54BF4NO10
Source: OMol25
Level of theory: ωB97M-V/def2-TZVPD

XYZ file:
```
110
Properties=species:S:1:pos:R:3:forces:R:3:mulliken_charge:R:1
C 5.731 -3.656 2.960 -0.8 0.7 -0.2 -1.073
C 4.899 -3.198 1.651 -0.5 -0.8 0.7 -0.381
C 4.894 -4.317 0.480 0.6 0.2 0.1 -0.286
C 6.035 -4.004 -0.645 -1.3 0.2 0.0 -0.726
C 5.284 -3.476 -1.977 1.2 0.9 0.3 -0.566
C 5.227 -1.853 -1.865 -2.0 -1.3 -1.0 -0.361
C 4.110 -1.301 -2.901 0.9 0.8 0.9 0.112
C 4.124 0.328 -2.741 -1.4 -1.8 -0.4 -0.572
C 2.565 0.774 -2.727 1.2 1.3 -0.3 -0.540
C 2.559 2.355 -2.305 -0.2 -1.9 0.6 0.085
C 2.288 2.405 -0.710 0.0 1.7 -0.6 -0.845
C 0.917 3.215 -0.390 0.4 0.0 1.4 -0.721
C -0.329 2.259 -0.065 -0.1 0.2 -0.1 -0.526
C -1.106 1.711 -1.372 0.7 -0.1 0.3 0.643
C -2.657 2.154 -1.435 0.0 -0.3 0.1 -1.053
C -3.510 1.664 -0.179 -2.0 -1.2 3.0 0.492
C -3.930 2.621 0.994 -0.9 -3.4 0.2 -0.782
C -4.748 2.114 2.232 0.9 -2.4 -2.1 -0.019
C -5.178 0.627 2.376 2.2 0.8 -3.8 -0.818
C -4.759 -0.340 1.242 0.9 2.3 -0.5 0.441
C -3.956 0.171 -0.011 -0.4 1.3 1.8 0.316
C -3.597 -0.931 -1.134 -0.4 0.5 -1.0 -0.185
O -3.730 -0.701 -2.358 0.6 -0.9 4.1 -0.513
C -3.108 -2.348 -0.529 0.7 -2.6 1.3 0.590
C -1.896 -3.145 -1.136 -2.1 -1.1 2.7 0.141
B -1.042 -2.595 -2.428 0.5 0.9 -1.3 0.563
O -1.653 -2.291 -3.705 0.7 -2.0 2.5 -0.505
O 0.393 -2.350 -2.301 -2.4 -1.7 -0.5 -0.460
C -1.504 -4.490 -0.423 -2.7 2.8 0.9 0.254
F -0.382 -5.170 -0.987 -2.8 1.2 1.6 -0.398
C -2.292 -4.974 0.808 0.3 0.6 -0.9 0.120
C -1.838 -6.344 1.546 -0.3 1.2 0.3 -1.368
C -0.959 -6.042 2.880 0.4 -0.3 -0.7 -0.581
C 0.260 -5.046 2.629 1.5 0.1 0.8 0.812
F 1.039 -5.387 1.472 -2.2 1.1 2.7 -0.265
F -0.095 -3.675 2.595 0.8 -3.2 -0.3 -0.234
F 1.183 -5.174 3.730 -2.0 0.4 -2.4 -0.300
C -3.506 -4.191 1.427 1.2 1.8 -2.6 0.408
N -4.235 -4.678 2.589 1.8 0.8 -1.6 -0.503
C -3.903 -2.855 0.733 1.9 -0.9 -1.0 0.455
C -5.095 -1.918 1.283 -1.1 -0.4 0.1 -0.284
O -6.201 -2.378 1.687 4.2 1.6 -1.0 -0.548
H 6.848 -3.439 2.844 -1.5 -0.6 0.2 0.277
H 5.328 -3.037 3.844 0.8 -1.0 -1.2 0.318
H 5.497 -4.752 3.172 0.6 1.5 -0.2 0.279
H 5.282 -2.177 1.305 -0.6 -1.5 0.3 0.249
H 3.804 -3.059 1.998 1.7 -0.1 -0.6 0.215
H 5.088 -5.374 0.909 -0.4 1.8 -0.4 0.354
H 3.840 -4.334 0.018 1.7 0.0 0.5 0.102
H 6.645 -3.129 -0.233 -0.5 -1.4 -0.7 0.356
H 6.702 -4.906 -0.847 -0.9 1.2 0.3 0.366
H 4.237 -3.942 -2.062 1.5 0.8 0.1 0.182
H 5.865 -3.716 -2.931 -0.8 0.1 1.3 0.346
H 4.834 -1.617 -0.808 0.9 0.0 -1.6 0.037
H 6.221 -1.352 -2.110 -1.2 -0.8 0.6 0.233
H 4.328 -1.616 -3.988 -0.3 0.4 1.7 0.332
H 3.076 -1.718 -2.591 1.7 0.7 -0.6 -0.203
H 4.720 0.801 -3.589 -1.0 -0.5 1.2 0.160
H 4.627 0.565 -1.744 -0.8 -0.1 -1.2 0.241
H 2.025 0.115 -1.963 0.6 1.0 -1.1 0.130
H 2.075 0.620 -3.757 0.9 0.1 1.5 0.271
H 3.593 2.751 -2.596 -2.0 -0.7 0.9 0.040
H 1.757 2.943 -2.875 1.2 -0.8 0.9 0.386
H 2.255 1.374 -0.223 0.0 1.3 -0.8 0.395
H 3.156 2.993 -0.224 -1.4 -1.0 -0.6 0.320
H 1.135 3.804 0.584 -0.5 -0.8 -1.5 0.351
H 0.678 4.019 -1.180 0.3 -1.4 1.0 0.255
H 0.068 1.356 0.520 -0.6 1.4 -0.7 0.254
H -1.064 2.818 0.632 1.1 -0.9 -1.1 0.227
H -0.973 0.561 -1.386 -0.6 1.8 -0.1 -0.465
H -0.524 2.080 -2.301 -1.2 -0.5 1.3 0.233
H -3.091 1.690 -2.383 0.4 0.7 1.4 0.359
H -2.744 3.303 -1.522 0.2 -1.8 0.3 0.348
H -3.611 3.722 0.954 -0.6 -1.9 0.1 0.318
H -5.035 2.812 3.094 0.8 -1.1 -1.8 0.254
H -5.772 0.189 3.240 0.9 0.9 -1.2 0.350
H -2.442 -2.880 -3.822 0.6 1.2 0.3 0.320
H 0.783 -3.235 -2.518 0.0 1.1 0.3 0.193
H -1.235 -7.031 0.856 -1.0 1.2 0.9 0.364
H -2.799 -6.865 1.906 1.5 0.6 -0.7 0.383
H -0.507 -7.042 3.211 -0.5 1.5 -0.4 0.362
H -1.582 -5.658 3.755 1.0 -0.2 -1.3 0.277
H -4.786 -3.943 3.051 0.3 -0.5 -0.5 0.243
H -3.635 -5.196 3.242 -0.5 0.5 -0.5 0.169
C 6.007 6.898 -5.227 0.2 -0.2 -0.4 -1.475
C 4.759 6.068 -5.014 0.7 0.9 -0.2 0.505
C 4.349 5.955 -3.574 -0.3 0.4 0.4 -0.587
O 3.674 4.702 -3.543 0.3 -0.1 -0.7 -0.237
C 4.203 3.949 -4.555 -0.2 -1.3 -0.3 0.576
O 4.009 2.772 -4.705 0.3 1.6 -0.2 -0.503
O 4.987 4.707 -5.373 -0.5 -0.4 0.5 -0.358
H 5.884 7.908 -4.829 -0.1 -0.1 0.0 0.374
H 6.875 6.431 -4.753 -0.2 0.0 0.1 0.357
H 6.235 6.969 -6.294 -0.1 0.1 0.1 0.356
H 3.941 6.450 -5.634 0.0 -0.1 0.1 0.247
H 3.679 6.761 -3.270 -0.1 -0.2 0.0 0.314
H 5.195 5.913 -2.880 0.1 0.0 -0.2 0.323
C -9.446 3.951 6.103 0.1 0.1 0.5 -1.453
C -8.304 4.484 5.266 -1.0 -0.2 0.4 0.467
C -7.976 3.627 4.078 -0.4 -0.1 -0.6 -0.548
O -6.591 3.891 3.882 0.1 0.3 0.6 -0.285
C -6.086 4.247 5.098 1.0 0.2 0.5 0.613
O -4.918 4.352 5.340 -0.9 -0.1 -0.3 -0.537
O -7.082 4.463 6.001 0.6 -0.1 -0.6 -0.348
H -10.355 3.836 5.507 0.1 0.1 0.0 0.370
H -9.190 2.986 6.550 0.0 0.0 -0.2 0.363
H -9.657 4.632 6.931 0.0 0.0 -0.1 0.354
H -8.504 5.519 4.969 0.1 -0.1 -0.1 0.248
H -8.550 3.906 3.193 0.2 0.0 0.0 0.363
H -8.104 2.555 4.262 -0.1 0.1 0.1 0.299
```
Positions in Å, forces in eV/Å.

As for the total energy: -2787.74785 hartree. The charge is 0. As for the HOMO energy: -8.58 eV. The lowest unoccupied orbital energy comes out at -1.0 eV. The calculation puts the orbital gap at 7.6 eV. The molar mass comes out at 795.673 g mol⁻¹.

=====

3.
Formula: C24H43N2O6S
Source: OMol25
Level of theory: ωB97M-V/def2-TZVPD

XYZ file:
```
76
Properties=species:S:1:pos:R:3:forces:R:3:mulliken_charge:R:1
C 1.541 0.682 2.962 -0.2 0.3 -0.1 -1.416
C 1.428 0.515 1.477 0.0 -0.1 0.0 0.683
C 2.309 1.168 0.619 0.0 0.0 0.2 -0.745
C 2.167 1.066 -0.754 0.0 0.1 0.0 -1.273
C 1.140 0.304 -1.289 -0.1 -0.1 -0.1 -0.273
C 0.256 -0.377 -0.451 -0.1 0.1 -0.1 -0.227
C -0.851 -1.225 -1.035 0.2 0.0 -0.1 -1.150
C -0.393 -2.632 -1.530 -0.6 0.2 0.2 -0.569
N 1.102 -2.713 -1.546 0.2 -0.4 0.1 0.293
C 1.711 -4.030 -2.007 0.1 -0.3 -0.1 0.249
C 2.790 -3.763 -3.072 0.2 0.0 -0.1 -1.105
C 4.203 -4.163 -2.641 -0.2 0.0 0.1 -1.192
C 4.746 -3.358 -1.457 -0.1 -0.3 0.2 -0.264
C 6.218 -3.703 -1.259 0.2 0.1 0.0 0.480
O 7.019 -3.574 -2.137 -0.2 -0.1 0.3 -0.511
O 6.583 -4.198 -0.052 0.1 0.1 -0.3 -0.467
C 0.613 -4.973 -2.491 0.1 0.1 -0.3 -1.329
C -0.285 -4.266 -3.499 0.0 0.1 0.1 -1.073
C -0.981 -3.013 -2.893 0.3 -0.2 0.0 0.142
C -2.498 -3.207 -2.734 0.1 0.1 0.3 -1.074
S -3.439 -1.772 -3.271 0.0 0.1 0.0 0.914
O -2.662 -1.083 -4.264 -0.1 0.0 0.0 -0.592
O -3.945 -1.096 -2.110 0.1 -0.1 -0.2 -0.560
C 0.409 -0.258 0.922 0.1 -0.1 0.2 0.032
H 2.574 0.650 3.302 0.0 -0.1 0.0 0.438
H 1.144 1.666 3.223 0.0 0.0 0.0 0.122
H 0.933 -0.054 3.485 0.1 -0.1 0.1 0.358
H 3.092 1.785 1.040 0.0 0.0 0.0 0.506
H 2.841 1.607 -1.405 0.0 0.0 0.0 0.507
H 0.991 0.281 -2.367 0.0 0.0 0.0 0.683
H -1.630 -1.369 -0.289 -0.1 0.0 -0.1 0.425
H -1.299 -0.676 -1.866 0.0 -0.1 0.0 0.409
H -0.712 -3.372 -0.793 0.2 -0.1 0.0 0.471
H 1.412 -2.522 -0.592 0.1 0.3 0.0 0.539
H 1.490 -1.951 -2.104 -0.1 0.2 0.0 0.214
H 2.188 -4.482 -1.137 -0.1 0.2 0.1 0.421
H 2.804 -2.711 -3.378 -0.1 0.0 0.0 0.538
H 2.539 -4.328 -3.972 0.0 0.1 0.0 0.493
H 4.882 -4.037 -3.485 0.0 0.0 0.0 0.490
H 4.196 -5.225 -2.376 0.1 0.0 -0.1 0.355
H 4.178 -3.579 -0.547 0.0 0.1 0.0 0.285
H 4.667 -2.284 -1.643 0.1 0.0 -0.1 0.244
H 5.851 -4.199 0.571 -0.1 0.0 0.0 0.349
H 1.128 -5.808 -2.971 -0.1 0.0 0.1 0.511
H 0.043 -5.390 -1.661 0.0 0.1 0.0 0.451
H 0.322 -3.954 -4.351 0.0 0.0 0.0 0.298
H -1.027 -4.961 -3.885 0.0 0.0 0.0 0.581
H -0.805 -2.174 -3.570 -0.1 0.0 0.0 0.684
H -2.852 -4.071 -3.295 0.0 0.1 -0.2 0.613
H -2.791 -3.356 -1.693 0.0 -0.1 0.0 0.375
H -4.484 -2.355 -3.903 0.0 0.0 0.0 0.204
H -0.292 -0.753 1.587 0.0 0.0 0.0 0.434
C -2.309 7.651 3.842 0.0 0.0 0.1 -0.709
O -2.653 6.480 4.554 0.1 0.0 -0.1 -0.346
C -3.954 5.975 4.286 -0.1 0.0 0.1 -0.813
C -3.891 4.664 3.534 0.1 0.0 -0.1 -0.169
N -3.400 4.852 2.176 0.2 -0.1 0.1 -0.279
C -3.103 3.625 1.450 -0.1 0.1 -0.1 -1.044
C -2.037 2.688 2.006 0.0 -0.2 -0.1 0.016
O -0.714 3.192 1.945 0.0 0.0 0.1 -0.320
C -0.351 4.072 2.998 0.1 0.0 -0.2 -0.796
H -1.385 8.031 4.275 0.0 0.0 0.0 0.240
H -2.141 7.459 2.775 -0.1 0.0 0.0 0.294
H -3.083 8.417 3.939 0.0 0.0 0.0 0.348
H -4.545 6.711 3.733 0.0 0.0 -0.1 0.413
H -4.443 5.801 5.248 0.0 0.0 0.0 0.396
H -4.896 4.236 3.489 0.0 0.0 0.0 0.363
H -3.266 3.980 4.125 0.0 0.0 0.0 0.159
H -2.571 5.433 2.201 0.0 0.0 0.0 0.103
H -2.797 3.908 0.439 0.0 0.0 0.0 0.425
H -4.032 3.054 1.352 0.0 0.0 0.0 0.423
H -2.037 1.794 1.374 0.0 0.0 0.0 0.076
H -2.264 2.357 3.027 0.0 0.1 0.0 0.314
H -0.837 3.804 3.940 0.0 0.0 0.0 0.371
H -0.583 5.111 2.754 -0.1 0.0 0.1 0.242
H 0.730 3.998 3.127 0.0 0.0 0.0 0.326
```
Positions in Å, forces in eV/Å.

As for the total energy: -1899.14503 hartree. The charge is +1. As for the HOMO energy: -10.29 eV. The lowest unoccupied orbital energy comes out at -2.8 eV. The calculation puts the orbital gap at 7.5 eV. The molar mass comes out at 487.683 g mol⁻¹.

=====

Q: molar mass of number 2 (C40H54BF4NO10)?
A: 795.673 g mol⁻¹

=====

Q: Which of these has the highest lowest unoccupied orbital energy?
A: C17H18N6O

=====

Q: Which of these has the lowest molar mass?
A: C17H18N6O